No. 1
2 unconnected molecules or ions with the total composition C5H9NO3 at a distorted geometry, computed with wB97M-V/def2-TZVPD.

## Properties
SMILES: C=CC(N)=O.C=C(O)O
Gap between HOMO and LUMO, Ha: 0.326
F_max, eV/Å: 1.6
HOMO, eV: -8.277

```
! RIJCOSX wB97M-V def2-TZVPD def2/J DEFGRID3
* xyz 0 1
C -1.26764 1.23004 -0.46865
C -0.19530 2.00658 -0.40112
C 1.10692 1.52099 0.10976
N 2.11927 2.41232 -0.00245
O 1.29197 0.41650 0.59256
H -2.21374 1.60190 -0.82628
H -1.23525 0.19852 -0.15102
H -0.22253 3.03547 -0.73607
H 3.03015 2.15482 0.34054
H 1.99314 3.32419 -0.40142
C -1.32830 -1.93082 1.04304
C -0.53988 -2.45859 0.11443
O -0.97005 -3.16073 -0.95477
O 0.78877 -2.18714 -0.07845
H -0.91579 -1.33880 1.83794
H -2.37133 -2.18332 1.06875
H -0.10720 -3.29397 -1.44418
H 1.03678 -1.34795 0.35738
*
```


No. 2
A single C7H10BNO3 molecule at a distorted geometry, computed with wB97M-V/def2-TZVPD.

## Properties
SMILES: CC1(C)COB(c2cnco2)O1
Gap between HOMO and LUMO, Ha: 0.370
F_max, eV/Å: 5.2
HOMO, eV: -9.524

```
! RIJCOSX wB97M-V def2-TZVPD def2/J DEFGRID3
* xyz 0 1
C -1.65490 -2.13931 -0.31139
C -1.40412 -0.62422 -0.29399
C -2.71437 0.12059 0.00054
C -0.82313 -0.15977 -1.67157
O 0.44366 0.42608 -1.44395
B 0.83896 0.43521 -0.19772
C 2.08284 0.91771 0.54060
C 2.44959 0.85380 1.86527
N 3.67038 1.42252 2.02613
C 4.01064 1.80901 0.83807
O 3.11210 1.54100 -0.10587
O -0.46127 -0.31977 0.69417
H -0.71795 -2.66830 -0.46273
H -2.35184 -2.39925 -1.10430
H -2.06961 -2.44694 0.64464
H -3.07495 -0.16225 0.98571
H -3.46930 -0.13232 -0.74126
H -2.54216 1.19435 -0.00582
H -0.68567 -1.00020 -2.35838
H -1.46124 0.59004 -2.14817
H 1.90080 0.43537 2.68158
H 4.92153 2.30667 0.56845
*
```


No. 3
3 unconnected molecules or ions with the total composition C2H9NO3 at a distorted geometry, computed with wB97M-V/def2-TZVPD.

## Properties
SMILES: CC(N)=O.O.O
Gap between HOMO and LUMO, Ha: 0.401
F_max, eV/Å: 3.6
HOMO, eV: -10.145

```
! RIJCOSX wB97M-V def2-TZVPD def2/J DEFGRID3
* xyz 0 1
C 1.05038 0.82784 -2.51328
C 0.06532 0.42736 -1.49337
N -1.31107 0.42296 -1.88621
O 0.34142 -0.00668 -0.38796
H 1.65705 1.73180 -2.29526
H 0.80510 0.83036 -3.59914
H 1.85516 0.02685 -2.47527
H -2.00425 -0.02045 -1.28841
H -1.60436 0.68590 -2.78715
O -1.33592 -0.39484 2.43611
H -0.77529 -0.56942 3.23890
H -1.62482 -1.19056 2.06510
O 1.19909 -0.82821 2.89651
H 1.89826 -1.43709 2.74055
H 0.63979 -0.71150 2.08689
*
```


No. 4
A single C5H12N2 molecule at a distorted geometry, computed with wB97M-V/def2-TZVPD.

## Properties
SMILES: N/C=C/CCCN
Gap between HOMO and LUMO, Ha: 0.342
F_max, eV/Å: 2.6
HOMO, eV: -8.202

```
! RIJCOSX wB97M-V def2-TZVPD def2/J DEFGRID3
* xyz 0 1
N -0.69271 2.19670 -2.08981
C -0.11851 1.15627 -1.34246
C 0.76943 1.26755 -0.34921
C 1.36743 0.07979 0.36207
C 0.49797 -0.47268 1.48048
C -0.84702 -1.03939 1.05472
N -0.63999 -2.34830 0.35923
H -0.11147 2.95323 -2.40619
H -1.33353 1.90628 -2.80877
H -0.01822 0.23563 -1.90309
H 0.80157 2.21326 0.18489
H 2.29328 0.46126 0.79038
H 1.63004 -0.68172 -0.37098
H 1.10738 -1.25402 1.95991
H 0.32185 0.23087 2.30657
H -1.24258 -0.39268 0.28063
H -1.48900 -1.09260 1.93128
H -1.30879 -2.34329 -0.41423
H -0.98714 -3.07617 0.97457
*
```


No. 5
A molecular structure, C34H30IMgN7O2 at a distorted geometry, computed with wB97M-V/def2-TZVPD.

## Properties
Gap between HOMO and LUMO, Ha: 0.221
F_max, eV/Å: 5.0
HOMO, eV: -6.473

```
! RIJCOSX wB97M-V def2-TZVPD def2/J DEFGRID3
* xyz 0 1
Mg -7.41465 -16.79996 2.67245
C -9.11403 -18.70088 -1.04831
C -8.40217 -19.68888 -0.18655
N -8.38916 -20.97588 -0.48365
C -7.67650 -21.78197 0.28945
C -6.95307 -21.39068 1.41511
C -6.21779 -22.36632 2.21241
O -4.82362 -21.96815 2.35544
C -7.09634 -20.02780 1.78855
C -6.59809 -19.61379 3.09927
N -7.03209 -18.52680 3.73243
C -7.21718 -18.63238 5.10405
C -6.17211 -18.68978 6.02482
C -6.41433 -18.80472 7.38717
C -7.75277 -18.83539 7.83360
C -8.79802 -18.64415 6.92412
C -8.52605 -18.46411 5.57037
I -9.96240 -18.38976 4.02165
C -7.68135 -19.10580 0.88722
O -7.53506 -17.82246 0.96154
H -9.93218 -19.24429 -1.61419
H -8.40218 -18.30373 -1.77582
H -9.62562 -17.81498 -0.56258
H -7.75840 -22.78493 -0.07903
H -6.23765 -23.35372 1.72175
H -6.72870 -22.48630 3.18216
H -4.33330 -22.59611 2.94921
H -5.73418 -20.16755 3.48867
H -5.13507 -18.73466 5.62670
H -5.57383 -18.74024 8.08020
H -8.01286 -19.08978 8.88545
H -9.84200 -18.66571 7.31502
C -11.96223 -12.60319 6.27613
C -10.79844 -13.44378 5.77756
C -10.00221 -14.24679 6.57912
C -8.86380 -14.87347 6.10634
C -8.47611 -14.86387 4.71108
N -7.29861 -15.33602 4.18652
C -6.09803 -15.00882 4.84028
C -6.01780 -14.16866 5.96962
C -4.83035 -13.95949 6.67090
C -3.68656 -14.71553 6.38275
C -2.41072 -14.34491 7.11838
C -3.75137 -15.51132 5.25103
C -4.82122 -15.47580 4.33333
N -4.54827 -15.66596 3.00691
C -3.41741 -15.31704 2.28775
C -3.58772 -15.83629 1.02187
C -4.95635 -16.22834 0.93239
N -5.52997 -16.11462 2.14125
C -9.49223 -14.33067 3.84467
C -10.53248 -13.55332 4.40876
N -9.64441 -14.68614 2.51514
C -10.57242 -14.20916 1.56892
C -10.31928 -14.80592 0.35594
C -9.12231 -15.54798 0.51148
N -8.77800 -15.57957 1.81654
H -12.19783 -11.87524 5.49897
H -11.84209 -12.07811 7.23088
H -12.86658 -13.21819 6.37319
H -10.20410 -14.33211 7.59335
H -8.13151 -15.20402 6.85535
H -6.84264 -13.60346 6.27633
H -4.85093 -13.19341 7.45447
H -1.79441 -15.18112 7.54261
H -2.70465 -13.82128 8.01321
H -1.63226 -13.74506 6.57049
H -2.84536 -15.99362 4.90688
H -2.54488 -14.77683 2.68777
H -2.84905 -15.99012 0.22245
H -5.52634 -16.60696 0.08789
H -11.16547 -13.05374 3.66562
H -11.39002 -13.51735 1.86513
H -10.84622 -14.71038 -0.65537
H -8.45261 -16.01239 -0.23521
*
```


No. 6
2 unconnected molecules or ions with the total composition CH7O2 at a distorted geometry, computed with wB97M-V/def2-TZVPD.

## Properties
Gap between HOMO and LUMO, Ha: 0.514
F_max, eV/Å: 1.5
HOMO, eV: -17.938

```
! RIJCOSX wB97M-V def2-TZVPD def2/J DEFGRID3
* xyz 1 1
O 1.14259 1.25253 0.59884
H 1.93751 1.18776 1.16081
H 1.56007 1.73472 -0.14464
H 0.57251 0.04941 0.14596
C -1.31920 -0.50077 -0.68280
O -0.03950 -0.89236 -0.03777
H -1.76399 0.24984 -0.02421
H -1.00758 -0.15866 -1.66821
H -1.91837 -1.41587 -0.71888
H -0.17905 -1.40531 0.77287
*
```


> Look up the F_max of the first one.

1.6 eV/Å


> Which of these has the highest F_max?

C7H10BNO3


> Which value of F_max does entry 1 give?

1.6 eV/Å